[1]
A 3-piece molecular cluster, C2H5N2S overall at a distorted geometry, computed with ωB97M-V/def2-TZVPD.

Calculated values
Spin multiplicity ... 1
Net charge ... +1
Largest force on an atom ... 0.07783 hartree/bohr
E_LUMO ... -5.4270 eV
Calculated total energy ... -15960.092 eV
ΔE to the lowest compared entry with this formula, charge and spin ... 274.5 kJ/mol

Atoms and positions in Å:
C -0.27876 0.75167 0.61868
C -0.28618 -1.50345 0.17221
N -1.49609 0.65691 0.15540
N 0.37754 -0.42899 0.58273
S -1.83201 -1.01123 -0.21688
H 0.32549 1.54435 0.89224
H 2.27897 -0.15046 -2.07110
H 1.85262 -0.60140 -1.39380
H -2.21863 1.28490 0.25661
H 1.27705 -0.54229 1.00392



[2]
A 12-piece molecular cluster, H24O12 overall at a distorted geometry, computed with ωB97M-V/def2-TZVPD.

Calculated values
Spin multiplicity ... 1
SMILES string ... O.O.O.O.O.O.O.O.O.O.O.O
Largest force on an atom ... 0.02329 hartree/bohr
E_LUMO ... -0.8680 eV
Calculated total energy ... -24957.974 eV
ΔE to the lowest compared entry with this formula, charge and spin ... 358.9 kJ/mol

Atoms and positions in Å:
O -0.50838 0.94753 -0.34706
H 0.38778 0.74538 -0.05547
H -0.65697 0.34417 -1.08386
O -0.95750 -3.17071 -2.61864
H -1.36632 -2.34997 -2.32160
H -1.39172 -3.85243 -2.09356
O 2.58318 -2.38403 2.26752
H 2.57373 -1.55275 2.75523
H 1.65066 -2.59194 2.14036
O 2.46102 -1.97364 -2.71639
H 2.59288 -2.89316 -2.97344
H 3.23782 -1.51976 -3.06219
O 1.52996 3.48051 1.98705
H 1.04663 4.11544 1.44644
H 0.84959 3.07294 2.53474
O -3.78692 1.14164 -1.06671
H -4.43289 0.49727 -0.75606
H -2.93754 0.70748 -0.92865
O 3.90933 1.98928 0.39897
H 3.02428 2.37094 0.40277
H 4.49347 2.75238 0.32508
O -2.01244 2.70184 0.79196
H -2.85100 2.59304 1.25453
H -1.37007 2.26996 1.36626
O 4.25947 1.48065 2.85436
H 3.61828 0.81444 2.58229
H 4.31177 2.07782 2.09962
O -4.36727 -0.13824 1.18395
H -3.88221 -0.82748 0.71635
H -3.69721 0.29386 1.72551
O 0.43842 -0.70917 -5.15923
H 0.38041 -1.61387 -5.48654
H 0.12321 -0.76797 -4.25028
O -3.11240 -2.64509 2.42124
H -3.51837 -3.31646 1.86138
H -2.62267 -2.08988 1.80407



[3]
C4H5AgLiO as an isolated structure at a distorted geometry, computed with ωB97M-V/def2-TZVPD.

Calculated values
Spin multiplicity ... 2
Net charge ... +2
Largest force on an atom ... 0.09650 hartree/bohr
E_LUMO (alpha / beta) ... -9.6639 / -11.0621 eV
Calculated total energy ... -10455.356 eV
ΔE to the lowest compared entry with this formula, charge and spin ... 211.6 kJ/mol

Atoms and positions in Å:
C 0.81030 -1.74876 -0.77138
C 1.76463 -1.95551 -0.02186
H 2.57123 -2.20971 0.64851
C 0.19250 0.16957 0.85284
C -0.63565 1.12828 0.08615
O -1.20346 0.78150 -1.02542
Ag -0.75887 -0.98166 -1.93049
H 0.57050 0.57985 1.80223
H -0.49028 -0.62189 1.20226
H 0.94677 0.99249 0.18254
H -1.22047 1.82700 0.70701
Li -2.54722 2.03886 -1.73239



[4]
A 8-piece molecular cluster, C5H26O9 overall at a distorted geometry, computed with ωB97M-V/def2-TZVPD.

Calculated values
Spin multiplicity ... 1
SMILES string ... COCCOC.CO.O.O.O.O.O.O
Largest force on an atom ... 0.01964 hartree/bohr
E_LUMO ... -0.5233 eV
Calculated total energy ... -24032.633 eV
ΔE to the lowest compared entry with this formula, charge and spin ... 281.0 kJ/mol

Atoms and positions in Å:
C -0.97200 1.70570 -5.50259
O -1.60636 1.18316 -4.37038
C -0.67983 0.72933 -3.40713
C -1.43750 0.45909 -2.12869
O -2.00390 1.69578 -1.71134
C -2.99652 1.49883 -0.73462
H -0.26924 1.00003 -5.95640
H -0.46451 2.66454 -5.33332
H -1.74365 1.97924 -6.22540
H 0.12148 1.45476 -3.23261
H -0.12739 -0.17142 -3.70577
H -0.83030 -0.05076 -1.37303
H -2.26585 -0.24738 -2.26737
H -2.51469 1.06204 0.14926
H -3.83775 0.90014 -1.09630
H -3.36939 2.45897 -0.37738
C 2.79499 -2.24932 -0.28826
O 3.49899 -1.43119 0.63448
H 2.18829 -2.90438 0.34227
H 2.15208 -1.69681 -0.98611
H 3.44952 -2.75652 -0.99755
H 2.84269 -0.79772 0.96205
O 0.50647 -3.00153 4.21353
H 0.19260 -3.30065 5.07609
H -0.16502 -3.30061 3.58962
O 2.57439 1.98745 3.17723
H 2.07812 2.72401 3.54971
H 2.15925 1.19098 3.55144
O 0.92093 -0.51535 1.54959
H 0.99223 -0.60882 2.52564
H 0.05944 -0.91960 1.31974
O 1.07088 -0.18838 4.30834
H 0.87031 -1.12495 4.50069
H 0.44880 0.31413 4.84722
O 0.47108 2.08190 0.76144
H 0.22548 1.14333 0.83524
H 1.34851 2.12367 1.16299
O -1.57377 -1.47054 0.87216
H -1.91139 -2.03555 0.16707
H -2.19748 -1.58563 1.59846



[5]
C37H30N2O4P2S6Ti as an isolated structure, computed with ωB97M-V/def2-TZVPD.

Calculated values
Spin multiplicity ... 1
Net charge ... -2
Largest force on an atom ... 0.01883 hartree/bohr
E_LUMO ... 4.0439 eV
Calculated total energy ... -156739.597 eV
ΔE to the lowest compared entry with this formula, charge and spin ... 104.2 kJ/mol

Atoms and positions in Å:
Ti -1.70351 0.25409 0.38297
O -2.82415 4.13777 0.89318
C -2.76556 2.81109 0.99354
O -1.87287 2.18469 0.32693
C -3.55306 1.99266 1.79510
C -4.63659 2.29278 2.64651
C -5.29650 1.28968 3.28716
C -4.88266 -0.06457 3.06719
C -3.85258 -0.30781 2.23748
N -3.14875 0.67768 1.60164
C -3.29340 -1.64661 1.89097
O -3.71179 -2.69964 2.32360
O -2.27536 -1.51345 1.06864
H -2.61318 4.31170 -0.05348
H -4.92248 3.33212 2.75233
H -6.13535 1.49919 3.93714
H -5.38269 -0.90206 3.53468
N -2.70557 0.14664 -1.48752
C -2.84403 -1.13515 -2.08649
C -4.07208 -1.51875 -2.62294
C -4.22116 -2.78939 -3.15135
C -3.16215 -3.68660 -3.14803
C -1.94366 -3.30871 -2.60523
C -1.77047 -2.03356 -2.07169
P -0.27318 -1.44178 -1.22456
C 0.77998 -0.87446 -2.60197
C 1.73574 0.09658 -2.33770
C 2.57590 0.55636 -3.34031
C 2.45817 0.05007 -4.62504
C 1.49470 -0.91039 -4.90597
C 0.65662 -1.36880 -3.89980
C 0.51772 -2.98087 -0.64856
C 0.24783 -3.41506 0.64768
C 0.82112 -4.58795 1.12154
C 1.67990 -5.32313 0.31694
C 1.96348 -4.88600 -0.97006
C 1.38271 -3.72074 -1.45166
H -3.60222 0.67415 -1.51012
H -2.01346 0.80499 -1.93254
H -4.88125 -0.79706 -2.61912
H -5.17945 -3.08431 -3.56444
H -3.29012 -4.68582 -3.54880
H -1.12785 -4.01888 -2.56607
H 1.81373 0.50399 -1.34666
H 3.30030 1.32912 -3.11112
H 3.09810 0.42357 -5.41615
H 1.37791 -1.28808 -5.91549
H -0.11684 -2.09166 -4.13124
H -0.41204 -2.83589 1.27561
H 0.60392 -4.91562 2.13128
H 2.13794 -6.23015 0.69593
H 2.64605 -5.44577 -1.59930
H 1.63119 -3.36924 -2.44472
S -0.81165 2.32967 -2.80334
S -2.16201 3.84200 -2.32247
S -4.04855 3.42379 -3.02730
S -5.18972 2.41531 -1.60661
S 3.02047 -1.04051 0.68676
P 2.29841 0.57234 1.52552
S 0.31547 0.87493 1.80350
C 2.90822 2.07771 0.66434
C 2.05081 2.94566 -0.00504
C 2.56281 4.01790 -0.72552
C 3.93033 4.25026 -0.75178
C 4.79256 3.39666 -0.06812
C 4.28253 2.30948 0.62600
C 2.99576 0.81230 3.20220
C 2.76637 2.00594 3.88593
C 3.29110 2.19388 5.15560
C 4.04225 1.18985 5.75675
C 4.26981 0.00100 5.08068
C 3.75119 -0.18522 3.80236
H 0.97687 2.78389 0.01290
H 1.87638 4.65407 -1.27123
H 4.32739 5.09127 -1.30853
H 5.86214 3.57058 -0.08724
H 4.95498 1.62480 1.13172
H 2.16652 2.78037 3.42218
H 3.10752 3.12407 5.68030
H 4.44634 1.33625 6.75198
H 4.85188 -0.78647 5.54556
H 3.92680 -1.10268 3.25296



[6]
C21H48Br6Cl3O12P3 as an isolated structure at a distorted geometry, computed with ωB97M-V/def2-TZVPD.

Calculated values
Spin multiplicity ... 1
Largest force on an atom ... 0.04363 hartree/bohr
E_LUMO ... -0.2534 eV
Calculated total energy ... -532821.242 eV
ΔE to the lowest compared entry with this formula, charge and spin ... 134.3 kJ/mol

Atoms and positions in Å:
C -1.19909 -3.63550 0.75450
Br -2.83673 -3.52680 -0.29258
Br 0.32449 -3.92044 -0.44099
Br -1.37047 -5.09317 2.01995
H -1.06536 -2.70354 1.28724
C 3.30670 4.29154 2.15209
Br 4.67712 4.10738 3.48889
Br 3.85977 5.33254 0.53882
Br 1.66809 5.05036 2.80087
H 3.18057 3.31546 1.70887
C -3.00484 5.53706 3.32173
C -2.99595 5.42764 1.78442
O -1.81287 4.73296 1.38223
P -1.94681 3.36806 0.57623
O -3.07138 3.31957 -0.36269
O -0.50971 3.22870 -0.06194
C 0.03625 4.00853 -1.12079
C 0.03639 3.25564 -2.44372
O -1.95822 2.28163 1.74644
C -3.02073 1.30075 1.74668
C -3.17002 0.83704 3.19503
H -1.96224 5.73873 3.58359
H -3.57522 6.40335 3.64971
H -3.31290 4.59474 3.76496
H -3.92882 4.92319 1.52836
H -2.96201 6.41143 1.32045
H -0.61530 4.88391 -1.21633
H 1.04871 4.31218 -0.85942
H -0.80128 3.51823 -3.08757
H 0.93463 3.52780 -3.00444
H 0.07948 2.17842 -2.28139
H -3.98299 1.71875 1.45672
H -2.77677 0.45309 1.11018
H -3.56550 1.65522 3.79485
H -3.86145 -0.01049 3.19943
H -2.23978 0.48817 3.63643
C 4.35426 -2.01943 4.19175
C 4.91884 -1.30706 2.97203
O 5.24113 -2.27638 1.95893
P 6.75372 -2.27130 1.39191
O 7.24737 -0.93470 1.05651
O 7.62379 -3.03920 2.47581
C 8.82042 -3.76705 2.07236
C 9.99460 -3.28625 2.91871
O 6.63427 -3.28457 0.14454
C 5.97250 -2.73247 -1.00854
C 4.54840 -3.22333 -1.18870
H 3.45110 -2.61147 4.00309
H 5.04443 -2.80063 4.51678
H 4.07346 -1.29220 4.95257
H 4.18939 -0.62733 2.54049
H 5.80746 -0.77764 3.31595
H 8.63253 -4.80785 2.33803
H 8.98433 -3.54724 1.01979
H 10.85407 -3.86751 2.58883
H 10.15969 -2.23868 2.65156
H 9.74142 -3.29307 3.97488
H 6.07743 -1.64782 -1.08171
H 6.59644 -3.05979 -1.84199
H 4.37070 -3.36031 -2.25513
H 4.40695 -4.15744 -0.63848
H 3.70574 -2.63733 -0.81124
C -7.27655 1.17810 -5.33067
C -5.91593 0.72814 -4.85865
O -6.00249 -0.49451 -4.11317
P -5.24633 -0.58060 -2.69047
O -6.03240 -0.10174 -1.52988
O -4.86680 -2.12824 -2.62471
C -5.70121 -3.05689 -1.92807
C -6.84913 -3.48442 -2.85737
O -3.89682 0.14227 -2.98678
C -2.60507 -0.21974 -2.43180
C -1.49026 -0.19499 -3.47859
H -7.93848 1.36382 -4.48215
H -7.26108 2.07670 -5.95043
H -7.81007 0.46548 -5.96443
H -5.29514 0.44692 -5.72270
H -5.29633 1.53379 -4.46313
H -5.15269 -3.98254 -1.73972
H -5.98500 -2.63764 -0.96377
H -7.37948 -2.63601 -3.29444
H -6.57202 -4.08446 -3.72229
H -7.54545 -4.03223 -2.21691
H -2.39599 0.55341 -1.68946
H -2.72004 -1.16485 -1.91410
H -1.26424 0.84376 -3.70596
H -0.68736 -0.70895 -2.94936
H -1.78593 -0.70515 -4.39196
C 1.07075 -0.40504 1.00856
Cl 2.44407 0.64599 0.83085
Cl -0.31193 0.05240 0.00747
Cl 0.55224 -0.43887 2.70391
H 1.40698 -1.41798 0.81461



- Which formula does entry 4 have?
  C5H26O9



- Which of these has the lowest ΔE to the lowest compared entry with this formula, charge and spin?
  C37H30N2O4P2S6Ti



- The lowest largest force on an atom belongs to which entry?
  C37H30N2O4P2S6Ti



- Which value of largest force on an atom does entry 6 give?
  0.04363 hartree/bohr